The following is a DFT calculation (wB97M-V/def2-TZVPD) of a structure of composition C38H57N3OPPdS3.

Positions of all 104 atoms, in Å:
1 Pd 0.23 0.33 -0.07
2 C -3.43 -1.60 -1.83
3 C -2.13 -0.96 -1.56
4 N -1.73 -0.58 -0.35
5 N -2.55 -0.77 0.65
6 C -1.98 -0.32 1.87
7 O -0.80 0.05 1.96
8 C -2.89 -0.33 2.99
9 C -4.22 -0.76 2.84
10 C -5.08 -0.74 3.93
11 C -4.61 -0.31 5.16
12 C -3.30 0.13 5.32
13 C -2.44 0.13 4.24
14 C -1.17 -0.66 -2.63
15 C -1.49 -0.91 -3.96
16 C -0.58 -0.57 -4.96
17 C 0.61 0.01 -4.59
18 C 0.87 0.23 -3.24
19 N 0.01 -0.09 -2.28
20 H -3.99 -1.74 -0.91
21 H -3.28 -2.57 -2.31
22 H -4.02 -0.98 -2.51
23 H -4.57 -1.11 1.88
24 H -6.10 -1.07 3.82
25 H -5.28 -0.31 6.02
26 H -2.96 0.49 6.29
27 H -1.42 0.49 4.35
28 H -2.44 -1.37 -4.21
29 H -0.82 -0.76 -5.99
30 H 1.35 0.29 -5.34
31 H 1.80 0.70 -2.93
32 C 3.15 -0.24 3.00
33 C 3.85 0.12 1.67
34 S 2.85 0.25 0.16
35 C 3.23 -1.30 -0.70
36 C 2.65 -2.56 -0.06
37 S 0.86 -2.46 0.20
38 C 0.71 -3.17 1.85
39 C 1.11 -2.22 3.00
40 S 2.86 -2.00 3.21
41 H 2.21 0.28 3.14
42 H 3.83 0.00 3.82
43 H 4.68 -0.55 1.45
44 H 4.28 1.12 1.82
45 H 4.31 -1.38 -0.77
46 H 2.84 -1.17 -1.71
47 H 3.13 -2.76 0.91
48 H 2.86 -3.43 -0.68
49 H 1.26 -4.11 1.87
50 H -0.34 -3.41 1.98
51 H 0.78 -2.68 3.94
52 H 0.64 -1.24 2.89
53 C 1.30 5.07 -3.52
54 C 2.26 4.68 -2.38
55 C 1.68 3.56 -1.50
56 C 0.16 3.75 -1.36
57 C -0.53 3.52 -2.72
58 C 0.40 3.90 -3.89
59 P -0.51 2.68 -0.05
60 C -2.34 2.76 0.03
61 C -2.91 4.16 0.32
62 C -4.44 4.19 0.09
63 C -5.07 2.82 0.33
64 C -4.51 1.76 -0.65
65 C -3.12 2.16 -1.15
66 C 0.01 3.33 1.61
67 C 0.06 4.88 1.73
68 C 1.49 5.41 1.78
69 C 2.27 4.86 2.98
70 C 1.81 3.44 3.35
71 C 1.32 2.69 2.12
72 H 1.86 5.41 -4.39
73 H 0.67 5.92 -3.22
74 H 2.48 5.55 -1.76
75 H 3.21 4.35 -2.79
76 H 2.18 3.56 -0.54
77 H 1.86 2.58 -1.96
78 H -0.02 4.78 -1.02
79 H -1.44 4.13 -2.77
80 H -0.84 2.48 -2.82
81 H -0.21 4.13 -4.77
82 H 1.02 3.04 -4.17
83 H -2.55 2.12 0.90
84 H -2.44 4.90 -0.34
85 H -2.68 4.45 1.35
86 H -4.66 4.52 -0.92
87 H -4.88 4.93 0.76
88 H -6.15 2.89 0.21
89 H -4.90 2.51 1.36
90 H -5.18 1.62 -1.50
91 H -4.45 0.79 -0.14
92 H -3.21 2.91 -1.94
93 H -2.60 1.31 -1.61
94 H -0.79 2.96 2.26
95 H -0.46 5.17 2.64
96 H -0.48 5.37 0.92
97 H 1.47 6.50 1.82
98 H 2.01 5.17 0.84
99 H 2.14 5.52 3.84
100 H 3.34 4.86 2.76
101 H 1.00 3.48 4.09
102 H 2.63 2.90 3.83
103 H 1.12 1.64 2.34
104 H 2.09 2.72 1.35

## Properties
Energy = -3384.5210 Eh
Energy relative to the best compared isomer or geometry (same formula, charge and spin) = 0.0 kcal per mole
Lowest unoccupied orbital energy (spin up / spin down) = -8.68 / -12.16 eV
Charge = +3
Spin multiplicity = 5
Strongest force on any atom = 0.5 eV Å⁻¹
⟨S²⟩ = 6.03
E_HOMO (spin up / spin down) = -15.61 / -16.67 eV